1.
C19H38O2 in the gas phase, computed with the ωB97M-V functional and the def2-TZVPD basis.

Values from the calculation:
- Spin multiplicity: 1
- Net charge: 0
- SMILES: CCCCCCCCCCCCCCCCCC(=O)OC
- LUMO: 0.032 hartree
- Kohn-Sham gap: 11.1470 eV
- Energy above the lowest of the compared OMol25 structures with the same formula, charge and spin: 49.7 kJ/mol

Geometry (Å):
O 2.41157 1.24942 0.96425
O 2.98868 2.56308 -0.75194
C -1.78240 0.78301 1.58661
C 0.05376 -2.16121 -0.23038
C -5.31448 0.94072 -0.09079
C 5.34605 0.75536 -0.68767
C -0.96625 -1.45524 0.66525
C 3.26188 1.75971 0.28139
C -5.88914 -0.47439 -0.06988
C 1.61295 2.76812 -1.04126
C -0.85820 0.06719 0.60031
C 1.47740 -2.11006 0.32079
C 4.58250 -0.54058 -0.96538
C -7.41312 -0.50753 -0.19599
C 4.74834 1.57563 0.46458
C -3.78941 0.96956 0.02196
C 3.89780 -2.83360 -0.09022
C -7.91518 -0.09345 -1.57452
C 2.46814 -2.77524 -0.63238
C 4.51101 -1.47203 0.24266
C -3.27607 0.51809 1.38807
H -5.74874 1.51739 0.72982
H -3.44608 1.99202 -0.15805
H 2.13711 -3.79935 -0.82772
H -3.36731 0.33518 -0.75945
H -1.50896 0.48075 2.60045
H -3.82403 1.05939 2.16424
H 4.91306 1.07480 1.41784
H 1.57283 3.53359 -1.81164
H 0.03310 -1.70514 -1.22405
H -3.47583 -0.54421 1.52844
H -7.46569 -0.71612 -2.34531
H 3.92597 -1.00254 1.03245
H -7.85034 0.14728 0.56142
H 3.90390 -3.44322 0.81674
H 5.33904 1.36690 -1.59222
H 0.16444 0.36543 0.83260
H -1.07941 0.39963 -0.41657
H -5.59838 1.42867 -1.02527
H -7.75696 -1.52432 0.00984
H 5.07388 -1.06178 -1.79116
H 1.15944 1.84158 -1.39956
H 4.52803 -3.33669 -0.82895
H 5.22165 2.55809 0.48873
H -0.82587 -1.78427 1.69729
H -7.67168 0.94457 -1.78530
H -1.60390 1.85884 1.50746
H -8.99582 -0.20465 -1.63158
H -1.96760 -1.75849 0.35217
H 3.57134 -0.28953 -1.28914
H 1.76298 -1.07254 0.48689
H -5.44892 -1.05448 -0.88474
H 2.45944 -2.24893 -1.58909
H -5.61232 -0.95736 0.86897
H 1.08055 3.09333 -0.14528
H -0.23988 -3.20826 -0.34695
H 1.50704 -2.62120 1.28595
H 5.52219 -1.63403 0.62593
H 6.38523 0.52498 -0.44342


2.
A gas-phase ion, C19H39N5O2P (charge +1), computed with the ωB97M-V functional and the def2-TZVPD basis.

Values from the calculation:
- Spin multiplicity: 1
- Net charge: +1
- SMILES: CCC(=O)OCCc1nc(NCCCCN)n(P(CC)CC)[n+]1CC(C)C
- LUMO: -0.092 hartree
- Kohn-Sham gap: 9.0461 eV

Geometry (Å):
P 1.25648 -2.12519 1.45366
O -1.57224 3.65563 -0.33377
O -2.24145 1.39555 -0.09499
N 2.45931 -0.02479 -0.98441
N 0.35502 0.00260 -5.45653
N 0.20724 0.16167 -1.79642
N -0.81304 -1.32838 -0.18138
N 0.52838 -1.25562 0.09731
C 2.64405 1.00893 -4.80950
C 1.91207 -0.97214 2.79678
C -2.84478 1.34318 -1.41447
C -2.30959 -0.04156 -2.11423
C -2.26988 1.99847 2.94730
C 3.20271 -0.09926 2.39693
C -2.61587 -2.56915 2.93778
C -2.08271 2.73466 0.36239
C 1.06601 1.28570 -5.08598
C -2.50978 3.15837 1.86763
C 2.52531 -3.41809 0.90044
C -2.52506 -1.42790 1.78904
C -4.01659 -0.90968 1.51539
C 2.84562 0.88669 -2.12587
C 2.90274 0.08363 -3.53066
C -1.91545 -2.09691 0.46157
C 1.17626 -0.38606 -0.84912
C 1.81855 -4.87537 1.12135
C -0.99850 -0.45953 -1.30532
H 3.46120 -3.33288 1.56599
H 2.91259 0.60425 1.54539
H 1.71590 -5.40386 0.11812
H 3.93212 -0.41925 -3.67823
H 3.50509 0.57634 3.27888
H -4.55633 -1.57562 0.75395
H 0.74157 -4.70023 1.50322
H 3.00134 0.41640 -5.73222
H 2.33670 -5.48968 1.92803
H 2.17122 -1.52278 3.77905
H 3.22013 1.99594 -4.81210
H -1.57382 -2.81219 3.33662
H -3.14028 -3.47124 2.45843
H -3.15901 1.27335 3.05705
H -2.16956 2.49562 3.98634
H -1.27321 1.43463 2.79896
H -1.77997 4.00888 2.14327
H -0.34081 0.18472 -6.20105
H -4.09479 0.16968 1.16003
H 2.12760 -0.75177 -3.52200
H 2.16655 1.81536 -2.17903
H 3.17656 -0.39853 -0.35448
H -1.58905 -3.18264 0.61079
H 1.08345 -0.22253 3.09587
H 4.05438 -0.79172 2.08443
H -3.22752 -2.18828 3.83184
H -3.10880 -0.85275 -2.13461
H -2.77556 -2.13193 -0.30807
H -4.59395 -0.95675 2.51431
H -3.97707 1.23083 -1.32553
H -1.96653 0.24305 -3.16768
H -3.55658 3.60873 1.91532
H -2.53750 2.18779 -2.11094
H -0.15704 -0.25569 -4.58990
H 3.90732 1.30805 -1.95885
H 0.62388 1.78953 -4.16005
H 2.76431 -3.23239 -0.21083
H -1.79315 -0.63176 2.14428
H 0.94776 1.97352 -5.99972


3.
A molecular structure, C19H39O2P3SW, computed with the ωB97M-V functional and the def2-TZVPD basis.

Values from the calculation:
- Spin multiplicity: 3
- Net charge: +4
- LUMO (spin up / spin down): -0.542 / -0.567 hartree
- Kohn-Sham gap (spin up / spin down): 5.5562 / 5.7894 eV
- Energy above the lowest of the compared OMol25 structures with the same formula, charge and spin: 130.1 kJ/mol

Geometry (Å):
W 0.67732 -0.01689 -0.75032
S -1.59482 0.14262 1.72686
P -1.93654 1.33646 -1.13693
P 1.41307 0.53484 2.16124
P 0.65624 -2.56592 -1.27648
O 0.25301 -2.51750 1.84045
O -2.42227 -1.82927 -0.74324
C 0.84089 1.68872 -2.36226
C 2.39501 1.70185 -0.51860
C 2.89474 0.46824 -0.94366
C 1.16796 2.31602 2.34188
C -1.67347 3.12833 -1.04090
C -0.31544 -4.03352 -0.87385
C -1.46850 -1.10220 -0.64416
C 0.36321 -1.57467 1.19122
C 1.34909 0.47572 -2.78781
C 1.35156 2.28780 -1.20733
C -3.63557 1.19298 -0.47300
C 2.32810 -3.01457 -0.76742
C 0.94879 -0.11538 3.80232
C 0.59377 -2.55435 -3.08542
C 3.19382 0.20531 2.17043
C -2.16776 0.89139 -2.86331
C -2.27404 1.58060 2.62231
C -2.74517 -1.14952 2.50571
C 2.38721 -0.14000 -2.09129
H 2.59706 -3.88750 -1.37458
H 2.95973 -0.94545 -2.57111
H 1.09214 -1.20098 3.82638
H -2.60256 3.61671 -1.37211
H -0.86532 3.46512 -1.69999
H 1.34395 2.87668 1.40627
H 0.77988 -3.58657 -3.38095
H 0.22867 2.28340 -3.04366
H -3.36179 1.55027 2.69120
H -0.34609 -4.22071 0.20179
H -1.88956 1.57291 3.64257
H 1.88331 2.67850 3.10646
H -2.58012 -0.14043 -2.94180
H -0.37792 -2.23624 -3.46837
H 0.15992 -4.88749 -1.36961
H 0.13886 2.54424 2.67558
H -1.95309 2.48988 2.10954
H 1.09553 3.33651 -1.00015
H 2.96004 2.27930 0.20361
H 1.12927 0.12321 -3.81403
H -2.66293 -1.15520 3.60445
H -1.43818 3.45587 -0.01474
H -3.72437 1.65929 0.51384
H 3.73021 0.80680 1.43512
H -2.89730 1.60915 -3.29997
H 3.05873 -2.21521 -0.93844
H 2.35002 -3.28683 0.29662
H -3.95637 0.14869 -0.40645
H 3.86627 0.12025 -0.53821
H -2.46072 -2.12557 2.10143
H -1.22968 0.92298 -3.45795
H 1.36391 -1.92073 -3.51309
H -4.30389 1.71949 -1.16556
H -1.33439 -3.92315 -1.25024
H 3.40071 -0.85429 1.96581
H -0.09668 0.10338 4.05686
H -3.79670 -0.92322 2.25770
H 3.55988 0.46672 3.16992
H 1.59933 0.34312 4.55945


4.
A molecular structure, C19H39O3P3SW, computed with the ωB97M-V functional and the def2-TZVPD basis.

Values from the calculation:
- Spin multiplicity: 3
- Net charge: +4
- LUMO (spin up / spin down): -0.485 / -0.592 hartree
- Kohn-Sham gap (spin up / spin down): 6.8710 / 4.4374 eV
- Energy above the lowest of the compared OMol25 structures with the same formula, charge and spin: 0.0 kJ/mol

Geometry (Å):
W -0.06521 -0.21173 -1.28020
S 0.62965 1.15081 3.58727
P -0.23610 -2.93181 -0.83184
P 2.59331 0.70300 0.12120
P -2.25359 1.37497 -0.05212
O 0.10545 1.37461 2.19813
O -1.94440 -1.34766 1.09278
O 1.27101 -1.58042 1.34536
C 1.30073 -3.73798 -1.36808
C -2.09228 3.05909 -0.72094
C -3.77500 0.68799 -0.76015
C 0.27028 2.70755 4.42554
C 1.35961 -0.41599 -3.02448
C -0.59166 -3.89279 0.65362
C 1.22181 0.94835 -2.80532
C 2.36713 2.51237 -0.06167
C 1.28777 -0.78997 0.41545
C 3.47350 0.56142 1.67747
C -1.38328 -0.86677 0.16543
C -1.57292 -3.56544 -1.92236
C -2.79582 1.72850 1.64206
C -0.04299 1.52358 -2.79779
C 0.21999 -1.20885 -3.22345
C 3.89410 0.21603 -1.05043
C -1.06564 -0.64040 -3.17024
C -0.53756 -0.00495 4.35917
C -1.19999 0.73065 -2.91313
H -3.64421 0.36046 -1.79719
H 0.93093 2.75773 5.29630
H 4.00269 -0.87262 -1.02799
H 0.48666 3.51155 3.70067
H 1.88297 2.80395 -1.00886
H -2.97561 3.62467 -0.40041
H -2.53588 -3.16795 -1.57290
H 2.10555 1.54974 -2.60386
H 2.02911 -3.67869 -0.54758
H 0.35121 -2.25361 -3.47828
H -2.03107 2.31178 2.16402
H 1.73130 2.88807 0.75598
H 3.71214 -0.49245 1.84360
H 0.15420 -3.68186 1.42122
H 3.70892 0.51883 -2.08530
H -1.56153 0.33847 4.12652
H -1.43057 -3.28177 -2.97124
H -1.57243 -3.63355 1.05815
H -2.96790 0.79883 2.19365
H -2.00634 3.06695 -1.81051
H 2.85639 0.91730 2.50803
H 1.72842 -3.26803 -2.26020
H -3.73518 2.29198 1.57179
H -4.07883 -0.18497 -0.16903
H -1.96554 -1.24341 -3.20647
H -0.27775 0.03769 5.42645
H -1.58627 -4.65801 -1.83582
H -2.18296 1.14343 -2.75310
H 2.33531 -0.90149 -2.95759
H -0.33201 -0.99815 3.92027
H -4.54847 1.46484 -0.71322
H 3.36155 2.99851 -0.01688
H -0.56922 -4.95944 0.40480
H 4.83328 0.66929 -0.70256
H 4.38917 1.16040 1.60288
H 1.06716 -4.78764 -1.58763
H -1.18749 3.52149 -0.30345
H -0.13324 2.58016 -2.60758
H -0.78232 2.66334 4.72205


5.
3 unconnected molecules or ions with the total composition C19H39O9S, computed with the ωB97M-V functional and the def2-TZVPD basis.

Values from the calculation:
- Spin multiplicity: 1
- Net charge: -1
- LUMO: 0.089 hartree
- Kohn-Sham gap: 7.5503 eV

Geometry (Å):
S 2.41337 0.91502 -0.70425
O 3.48526 1.30531 -1.61104
O 2.86924 -5.96541 5.83920
O -0.10025 -4.07006 -0.53495
O 4.05853 -7.67007 4.96531
O 3.33305 -5.91396 3.73615
O 1.74303 2.02646 -0.03978
O 2.77023 -0.16583 0.21882
O 1.88743 -4.39971 0.50422
O 0.77801 -6.11564 -0.16921
C 2.06140 -2.96696 0.71174
C 2.93021 -6.62248 7.10391
C -3.86432 5.70572 -2.48966
C -2.71220 3.55346 -1.76452
C 1.16472 0.16507 -1.79020
C 2.96273 -7.54357 1.96115
C -2.63758 9.76442 -0.67864
C -3.09036 8.13396 -2.58395
C -0.29164 0.53257 -1.52613
C 1.30340 -2.49129 1.92507
C 3.88892 -6.50133 2.54284
C 0.77824 -4.76949 -0.10540
C -2.38421 8.37040 -1.25193
C 3.49160 -6.61278 4.84874
C -0.37595 -6.67855 -0.78676
C -2.90545 6.71610 -3.12154
C -2.10763 2.20244 -2.17679
C -0.66031 2.00754 -1.70858
C -3.51876 4.25196 -2.85686
H -1.87359 6.38682 -2.97254
H -4.43579 3.69659 -3.06344
H -0.17375 -7.74277 -0.87673
H 3.13135 -2.83108 0.83552
H 4.87066 -6.91288 2.77528
H -4.87566 5.95170 -2.82234
H -0.58173 0.19188 -0.52932
H -2.71377 7.61485 -0.53459
H -2.71176 1.38554 -1.77325
H 2.49276 -5.92919 7.81618
H -0.51455 2.53243 -0.76644
H 2.35561 -7.54763 7.08180
H 1.54120 -1.44016 2.08061
H -1.31184 8.21168 -1.38520
H -2.91464 4.25281 -3.76819
H 1.58903 -3.06747 2.80816
H -1.25891 -6.51842 -0.16871
H -3.83271 5.80804 -1.40194
H 1.98354 -7.10627 1.77840
H -3.33992 3.43487 -0.87755
H -3.09350 6.71575 -4.19894
H 1.28610 -0.90829 -1.65227
H -4.16202 8.31261 -2.43755
H 0.03563 2.47682 -2.40753
H 3.96013 -6.84338 7.37646
H 4.00698 -5.66517 1.85792
H -0.54185 -6.24297 -1.77006
H -2.74150 8.87380 -3.30951
H -1.89843 4.22570 -1.47057
H -0.89240 -0.05526 -2.23136
H 1.76545 -2.42875 -0.18064
H -2.51087 9.78976 0.40302
H -3.66111 10.08212 -0.89162
H 2.85430 -8.39303 2.63664
H 3.35808 -7.90191 1.01056
H -2.16214 2.12566 -3.26753
H 0.22699 -2.59075 1.77769
H 1.43949 0.38999 -2.82096
H -1.96556 10.50267 -1.11643


6.
A molecular structure, C19H39O9Zn, computed with the ωB97M-V functional and the def2-TZVPD basis.

Values from the calculation:
- Spin multiplicity: 1
- Net charge: +1
- LUMO: -0.298 hartree
- Kohn-Sham gap: 3.1148 eV
- Energy above the lowest of the compared OMol25 structures with the same formula, charge and spin: 544.0 kJ/mol

Geometry (Å):
Zn 1.49356 0.17546 1.68544
O -0.21624 -2.30258 3.71808
O -1.19447 0.98102 -0.25657
O 4.21680 -4.24147 -1.06775
O -3.83661 4.60549 -6.10168
O 3.31457 2.72338 -0.32519
O 2.47330 -2.91164 -0.26572
O 0.50332 2.65894 3.96721
O 2.14986 -5.11819 -0.79085
O -5.31966 -3.92236 -2.34541
C -1.04138 -4.55543 4.03011
C 1.02912 -3.62109 5.26701
C -1.31354 4.24174 3.88106
C -2.33227 1.50405 -0.85973
C -3.08517 -4.10087 -1.49615
C -4.58462 -3.77742 -1.37758
C 4.75747 3.59456 -2.05954
C -0.44475 3.20282 4.59964
C 3.11228 5.06141 -0.74986
C -1.81662 3.40203 -6.20469
C 3.75838 3.67785 -0.95072
C 2.53410 -6.38156 -1.34903
C -0.78499 2.97926 6.06975
C -2.63971 4.61909 -5.80216
C -1.98651 5.69808 -4.95528
C 2.94531 -3.98536 -0.65592
C 5.13403 -3.19650 -1.13204
C -5.02802 -3.11845 -0.10297
C -0.10198 -3.36608 4.29086
H 1.38901 -2.61131 5.46430
H -2.68927 6.53092 -4.93032
H -2.33005 2.49219 -5.89375
H -4.42742 -2.26672 0.21629
H 1.72025 -7.02957 -1.02370
H -0.68121 -4.94341 3.07729
H -2.51366 -3.20117 -1.26809
H 6.13788 -3.58159 -1.31114
H -0.87699 3.98784 6.47276
H -1.77919 2.56872 6.24612
H -0.99055 6.00635 -5.27330
H 4.12268 3.63418 -2.94474
H -2.09055 -4.26781 3.96221
H -6.05821 -2.76287 -0.12224
H 5.22288 2.60910 -2.07852
H 1.86551 -4.14039 4.79918
H -0.83225 3.36936 -5.73773
H -1.43646 5.09185 4.55211
H -1.60209 3.49042 -7.26971
H -2.44760 1.26946 -1.91792
H 2.37995 4.98067 0.05343
H -1.91948 5.29092 -3.94640
H -2.32308 2.59038 -0.94872
H 2.48846 -6.24958 -2.43005
H 2.38210 5.23111 -1.54115
H 0.76631 -4.24292 6.12279
H 3.51473 -6.83294 -1.19829
H 5.21056 -2.67128 -0.17999
H 5.50474 4.38738 -2.09312
H 4.90381 -2.59048 -2.00830
H -2.25715 3.77596 3.59691
H -0.72524 4.63783 3.05333
H -2.87262 -4.89918 -0.78508
H -2.88604 -4.37196 -2.53295
H -0.10163 2.36639 6.65754
H 3.84359 5.83112 -0.50323
H -3.29806 1.15526 -0.49409
H -0.88144 -5.27165 4.83605
H -5.12763 -3.88888 0.66163


7.
3 unconnected molecules or ions with the total composition C19H40BrCl3FN3OP, computed with the ωB97M-V functional and the def2-TZVPD basis.

Values from the calculation:
- Spin multiplicity: 1
- Net charge: +1
- LUMO: -0.174 hartree
- Kohn-Sham gap: 4.6920 eV

Geometry (Å):
Br -1.73867 4.72858 -6.99202
Cl -1.88093 1.45443 -3.32604
Cl -2.09687 1.57561 -8.56433
Cl 2.65959 2.64719 -6.07813
P -0.06882 1.94026 -8.45594
F 0.12809 1.27031 -5.81878
O 0.54710 0.47333 -8.31151
N -0.58477 -4.37648 3.42244
N 0.60373 3.85696 -4.88696
N 1.63360 1.85847 1.81144
C 2.56986 1.96154 0.70658
C -1.10629 -6.71532 4.32631
C -1.48401 3.09133 -1.21954
C 0.97501 0.56540 1.89485
C -0.17693 -5.50019 4.25210
C -0.66509 3.71450 -4.71272
C 3.79028 1.03454 0.69596
C 1.08193 3.38380 -6.20812
C -0.66835 -4.69764 2.00940
C -1.66608 -3.55656 3.94445
C -1.25541 3.13319 -5.97297
C 2.08609 2.41318 3.08277
C -0.74139 -3.46350 1.12380
C 3.03437 1.56545 3.93577
C -3.10392 -4.05781 3.76297
C -1.37542 4.18004 -3.49858
C -2.05984 3.09422 -2.62066
C -0.21210 0.56236 2.84521
C -0.05185 2.41857 -6.58758
H 2.00060 1.78144 -0.21485
H -0.44067 2.77486 -1.25348
H 4.04301 1.52448 3.52826
H -0.74177 -0.38765 2.76137
H -0.00275 -5.11764 5.26116
H 0.23435 -5.26104 1.75780
H -0.66671 4.72556 -2.87535
H 2.67237 0.54174 4.04290
H -2.00718 2.33807 -0.63427
H 3.10203 1.99254 4.93743
H 2.54942 3.37857 2.86442
H 4.28298 1.08335 -0.27731
H -2.15316 2.54059 -5.87351
H 1.23496 4.25735 -4.20178
H 1.65914 -0.24680 2.18289
H -1.46919 -3.39887 5.00776
H 0.07800 -2.77708 1.34751
H 1.20019 2.63997 3.67986
H 0.79753 -5.83160 3.88085
H -1.51638 -5.35692 1.76524
H -1.58270 4.06664 -0.74801
H 4.52527 1.31786 1.44718
H -2.00681 -6.51063 4.90366
H -1.40718 -7.05522 3.33428
H -0.66563 -3.75763 0.07571
H 0.61308 0.31863 0.89095
H -3.12782 3.28221 -2.59640
H 3.50811 -0.00431 0.86918
H -1.59474 -2.56502 3.48814
H -3.80380 -3.25106 3.98884
H 2.91016 3.00024 0.65307
H -1.68359 -2.92596 1.24469
H -3.34129 -4.89159 4.42117
H -3.29244 -4.37607 2.73617
H 0.30203 -0.04299 -7.53063
H -0.90718 1.36893 2.60448
H 0.09199 0.67273 3.88625
H -0.58679 -7.54253 4.81287
H -2.11611 4.90713 -3.84128
H 1.13571 4.23191 -6.88739